98
Properties=species:S:1:pos:R:3:lowdin_charge:R:1 method="wB97M-V/def2-TZVPD" homo_lumo_gap_ha=0.245 total_energy_ev=-83180.068 relative_energy_kcal_mol=425.0 multiplicity=1 max_force_ev_per_a=7.7
C 4.62507 -2.11260 -0.09216 -0.01
C 4.64676 -3.18885 0.81885 -0.07
C 3.49433 -3.91179 1.09174 -0.01
C 2.26288 -3.50059 0.49546 -0.14
C 2.30372 -2.37434 -0.33986 -0.14
C 3.45292 -1.77534 -0.75440 -0.04
N 0.99385 -4.13408 0.70772 -0.30
O -0.10562 -3.55291 0.43782 0.03
O 0.97791 -5.22701 1.16491 0.11
H 5.59175 -1.67603 -0.29545 0.11
H 5.56178 -3.52057 1.28695 0.11
H 3.59652 -4.73304 1.78566 0.12
H 1.40899 -1.99484 -0.81084 0.13
H 3.35757 -0.87756 -1.34712 0.09
C 0.18844 2.22929 -3.75721 -0.15
C -0.59926 1.16664 -3.39151 -0.08
C -1.79614 1.49265 -2.69387 -0.01
C -2.12252 2.79188 -2.32026 -0.15
C -1.31063 3.81247 -2.80693 0.01
C -0.08394 3.50860 -3.42555 -0.06
N -3.38258 3.01071 -1.58062 -0.27
O -3.70241 2.15109 -0.69447 0.03
O -4.13958 3.87977 -2.08323 0.09
H 0.91480 1.93414 -4.49997 0.13
H -0.47717 0.14687 -3.72552 0.15
H -2.54634 0.72232 -2.59291 0.14
H -1.58582 4.85682 -2.80684 0.13
H 0.56578 4.23431 -3.89204 0.14
C 1.26033 -0.16127 -0.67151 -0.06
C 0.23029 0.61149 -1.10983 -0.06
C -1.00062 0.66415 -0.33222 0.03
C -1.11770 -0.09432 0.88488 -0.09
C -0.08408 -1.00370 1.16227 0.02
C 1.07876 -1.02699 0.38172 -0.13
N -2.25671 -0.09462 1.80459 -0.33
O -2.19185 -0.41774 2.99237 0.10
O -3.22271 0.52730 1.36128 0.02
H 2.24300 -0.22353 -1.11522 0.07
H 0.41061 1.37795 -1.84903 0.07
H -1.86816 1.30475 -0.39057 0.07
H -0.14703 -1.61436 2.05082 0.07
H 1.81106 -1.68063 0.83218 0.07
C -2.06722 3.77076 0.78740 -0.06
C -0.95886 2.91582 0.83434 -0.03
C 0.20531 3.19796 0.11453 0.00
C 0.24548 4.32225 -0.64862 -0.13
C -0.77139 5.31687 -0.50268 0.01
C -1.96521 5.00274 0.18482 -0.05
N 1.44133 4.54357 -1.48744 -0.29
O 1.92205 5.64718 -1.57901 0.13
O 1.81583 3.62703 -2.17542 -0.01
H -2.93349 3.41998 1.32862 0.12
H -1.11370 1.96064 1.31398 0.09
H 0.99632 2.46295 0.09314 0.08
H -0.60350 6.30524 -0.90434 0.12
H -2.70737 5.78339 0.26335 0.12
C -0.41118 -4.83588 4.66905 -0.07
C 0.94347 -4.94109 4.55030 -0.06
C 1.62041 -3.94950 3.80782 0.01
C 0.97814 -2.71093 3.53930 -0.13
C -0.34768 -2.56182 3.89597 -0.01
C -1.07856 -3.66425 4.27038 -0.02
N 1.76119 -1.67810 2.86836 -0.32
O 2.75038 -2.03677 2.29784 0.04
O 1.42863 -0.48918 2.99562 0.10
H -1.05091 -5.64878 4.97944 0.11
H 1.43773 -5.83852 4.89195 0.11
H 2.68164 -4.10397 3.67993 0.11
H -0.80271 -1.59098 3.76633 0.09
H -2.12607 -3.84693 4.45946 0.12
C 4.66215 2.47759 0.19081 0.00
C 3.28335 2.31057 0.14142 -0.05
C 2.63844 1.96559 -1.00241 -0.14
C 3.27623 1.70171 -2.22244 -0.14
C 4.65185 1.97152 -2.23423 0.01
C 5.31500 2.44621 -1.10345 -0.03
N 2.58461 1.37714 -3.45709 -0.24
O 3.25412 1.41260 -4.50968 0.10
O 1.45649 0.81501 -3.42087 -0.06
H 5.08226 2.84716 1.11456 0.11
H 2.67273 2.48385 1.01523 0.12
H 1.57018 1.93970 -1.15902 0.05
H 5.13368 1.75529 -3.17629 0.12
H 6.38090 2.59198 -1.19834 0.10
C -4.05459 -3.65866 -0.77554 -0.07
C -3.47144 -2.87245 0.16595 -0.06
C -4.17411 -1.78148 0.72692 0.04
C -5.51743 -1.50594 0.34230 -0.11
C -6.08253 -2.26688 -0.61441 -0.04
C -5.34264 -3.27326 -1.25194 -0.05
N -6.28341 -0.33278 0.88786 -0.31
O -7.45145 -0.24362 0.52027 0.05
O -5.76832 0.57793 1.53753 0.07
H -3.45379 -4.42494 -1.24271 0.11
H -2.41953 -3.05216 0.33208 0.08
H -3.58855 -1.12294 1.35131 0.05
H -7.05826 -2.23343 -1.07622 0.12
H -5.82226 -3.81148 -2.05611 0.10